1.
Here is a molecular structure, C33H24BrF3NO9PSSe2W in a non-equilibrium geometry from OMol25. Energies are from ωB97M-V with the def2-TZVPD basis set.

```
76
Properties=species:S:1:pos:R:3:forces:R:3
W 0.636388 -0.430284 -1.391676 -1.256 -4.185 -0.529
C 1.074144 0.025819 -5.013063 0.120 -0.094 -0.236
C 1.843382 -0.861437 -4.267928 -0.101 -0.351 -0.407
C 1.309496 -2.104297 -3.909006 0.053 0.118 -0.306
C 0.008851 -2.438905 -4.293392 -0.033 0.074 -0.073
C -0.751918 -1.544232 -5.027263 0.016 -0.145 0.020
C -0.212138 -0.319426 -5.398462 0.095 0.082 0.014
H 1.488823 0.977255 -5.314317 0.010 0.027 0.040
H 2.881958 -0.643328 -4.058381 -0.060 0.075 0.198
H 1.946132 -2.850296 -3.453753 -0.064 0.089 0.213
H -0.389151 -3.413574 -4.042603 -0.012 0.002 0.031
H -1.756719 -1.814777 -5.323964 -0.014 0.025 -0.028
H -0.791963 0.368013 -6.001737 -0.027 0.017 0.027
Se 0.196588 1.372455 0.283496 -0.850 -0.445 0.339
P -0.906770 -0.242378 1.407691 -1.017 -1.213 0.744
Se -0.950834 -2.176670 -1.194047 0.921 1.065 -0.221
C -2.474429 0.436697 2.052406 0.748 0.829 0.104
C -3.646573 -0.298350 1.940258 0.066 0.047 -0.056
C -4.813646 0.191664 2.512138 -0.127 0.070 -0.039
C -4.806126 1.412344 3.169550 -0.099 -0.016 -0.084
C -3.642158 2.165601 3.244142 0.225 0.212 -0.037
C -2.472076 1.684886 2.679795 -0.480 -0.226 -0.011
C -0.003559 -0.563488 2.960172 0.083 0.638 -0.039
C -0.673775 -1.271676 3.958718 0.146 0.114 0.002
C -0.031073 -1.550037 5.154140 -0.003 -0.142 -0.030
C 1.283723 -1.148209 5.348943 0.106 0.006 0.037
C 1.960470 -0.470216 4.344977 -0.011 -0.114 0.016
C 1.324192 -0.184156 3.145178 -0.048 0.027 0.172
H -3.646063 -1.232133 1.389220 0.016 -0.049 0.093
H -5.740957 -0.359288 2.421940 0.026 -0.053 0.017
H -5.723062 1.797926 3.592428 -0.034 0.000 0.056
H -3.644641 3.133216 3.730883 -0.059 -0.019 0.014
H -1.556016 2.262773 2.694364 -0.025 0.053 0.177
H -1.697116 -1.589574 3.798876 -0.034 0.029 0.071
H -0.556154 -2.084822 5.935236 -0.003 -0.008 0.003
H 1.788031 -1.367739 6.281301 -0.037 0.010 0.026
H 2.987522 -0.164667 4.499129 0.009 0.005 -0.034
H 1.860745 0.336274 2.361573 -0.027 0.040 -0.015
O 0.111952 2.402157 -3.374184 -0.367 0.431 -0.162
C -0.727229 1.781930 -2.798447 1.188 -0.344 -0.400
O -0.456315 0.440330 -2.533421 -1.844 2.047 -1.326
C -1.995789 2.310255 -2.283117 -0.830 -0.124 0.471
C -3.007852 1.469256 -1.807053 0.302 0.111 -0.405
C -4.164491 2.015984 -1.290078 -0.356 0.353 0.302
C -4.275819 3.398638 -1.171938 1.123 -0.724 -0.542
C -3.279618 4.239110 -1.647445 -0.549 0.310 0.155
C -2.157993 3.695676 -2.225592 0.472 -0.361 -0.209
N -5.439826 3.969385 -0.532860 -0.959 0.513 0.400
O -6.370061 3.233220 -0.270792 0.102 -0.229 -0.052
O -5.435089 5.161867 -0.289950 0.238 -0.055 -0.104
H -2.900828 0.394162 -1.883553 0.070 -0.008 0.090
H -4.986516 1.405040 -0.953870 0.019 -0.128 0.094
H -3.422971 5.307038 -1.572632 0.091 0.010 0.031
H -1.375168 4.323830 -2.628044 0.004 0.038 0.059
Br 6.821252 -4.833416 0.729047 -0.019 0.031 -0.022
C 5.127095 -4.133136 1.208909 0.202 -0.173 0.072
C 4.573112 -4.504739 2.426764 -0.144 0.147 -0.062
C 3.335014 -3.991375 2.787987 0.103 -0.156 0.066
C 2.658942 -3.136193 1.940270 -0.148 0.168 -0.273
C 3.222341 -2.782515 0.711802 0.513 -0.564 0.743
C 4.474796 -3.282668 0.343668 -0.283 0.209 -0.096
C 2.499672 -1.923214 -0.193879 -1.237 1.156 -1.542
O 2.765777 -1.738727 -1.412237 -0.367 -0.467 0.447
O 1.426299 -1.292073 0.190508 1.509 -0.968 2.416
H 5.098995 -5.187593 3.078552 0.040 0.012 0.000
H 2.890005 -4.271398 3.733191 0.011 -0.001 0.010
H 1.683862 -2.755722 2.211800 0.008 0.064 -0.011
H 4.908875 -2.993105 -0.603081 0.019 -0.022 -0.013
F 4.554917 3.425378 -1.564696 0.047 -0.114 0.077
C 3.363971 2.932568 -1.255278 -0.238 -0.003 -0.277
F 2.475438 3.361245 -2.148663 0.056 0.084 -0.004
F 3.006350 3.375564 -0.054784 0.049 -0.050 -0.028
S 3.405796 1.059768 -1.258350 -0.052 0.161 1.135
O 3.284117 0.677669 0.116211 0.677 0.278 0.052
O 4.541165 0.662207 -2.007703 -0.070 0.045 -0.565
O 2.062304 0.742655 -1.933996 2.400 1.730 -0.792
```
Positions in Å, forces in eV/Å.

Properties
F_max: 4.4 eV/Å
Gap between HOMO and LUMO (spin up / spin down): 0.2056 / 0.2056 hartree
E_HOMO (spin up / spin down): -7.546 / -7.551 eV
Relative energy (zero: lowest compared OMol25 entry of this formula, charge and spin): 0.0 kcal per mole

2.
Here is a molecular structure, C20H14AuBrIN2O3 from OMol25. Energies are from ωB97M-V with the def2-TZVPD basis set.

```
42
Properties=species:S:1:pos:R:3:forces:R:3
Au 1.408950 0.328156 -0.756631 0.037 -0.209 0.376
O -1.507980 -0.255889 3.782725 -0.008 0.011 -0.016
C -2.386875 0.140648 2.850459 0.017 -0.013 0.023
C -3.714545 0.278849 3.258158 -0.023 0.004 -0.002
C -4.680975 0.678902 2.363720 -0.004 -0.003 0.011
C -4.357099 0.953483 1.032728 -0.003 -0.006 -0.001
C -3.053999 0.821799 0.620334 0.015 -0.009 -0.006
C -2.047721 0.417047 1.513359 -0.035 0.022 -0.029
C -0.681181 0.294898 1.021846 0.044 -0.063 -0.040
O -0.480404 0.598584 -0.253809 0.029 0.036 -0.044
N 0.281010 -0.105107 1.800500 0.009 0.014 0.049
N 1.498843 -0.145450 1.151868 0.040 0.101 -0.015
C 2.591401 -0.450938 1.761054 -0.028 -0.019 -0.103
C 3.889136 -0.515219 1.169051 0.074 -0.015 0.102
C 4.950433 -0.829526 2.051958 -0.041 0.003 0.011
C 6.244088 -0.916934 1.620234 0.016 0.002 -0.013
C 6.517510 -0.690833 0.266040 -0.023 -0.001 0.008
C 5.511396 -0.384913 -0.619465 0.037 -0.004 -0.042
C 4.179973 -0.290321 -0.195872 -0.029 -0.029 -0.046
O 3.296527 -0.011670 -1.158266 -0.054 0.114 0.029
H -0.621438 -0.323588 3.386666 0.003 -0.004 -0.004
H -3.953028 0.062461 4.290376 0.004 0.001 -0.003
H -5.704283 0.780689 2.700893 0.003 0.000 0.000
H -5.122057 1.268091 0.337022 -0.002 0.004 -0.001
H -2.781263 1.030061 -0.405181 0.005 0.005 -0.008
H 2.489471 -0.672657 2.819023 -0.014 -0.004 0.012
H 4.714687 -1.000580 3.095168 -0.004 0.002 -0.003
H 7.039036 -1.154751 2.311741 0.005 -0.003 -0.008
H 7.534793 -0.756653 -0.096934 0.000 0.002 0.006
H 5.722000 -0.214292 -1.666188 -0.014 0.004 0.003
Br -0.266253 -2.265839 -2.485244 0.038 0.120 0.033
C -1.438584 -0.867423 -2.965510 0.019 -0.025 -0.084
C -2.795307 -1.151502 -3.009926 -0.004 0.025 -0.002
C -3.698058 -0.175665 -3.403042 -0.018 -0.014 0.011
C -3.258764 1.091194 -3.751409 -0.018 0.024 0.017
C -1.907632 1.393767 -3.693587 0.032 0.056 0.075
C -1.008879 0.413706 -3.300190 -0.150 -0.125 -0.048
I 1.010225 0.945072 -3.258545 0.035 -0.003 -0.229
H -3.136759 -2.142226 -2.744987 0.001 0.001 0.001
H -4.752385 -0.413732 -3.438998 0.000 -0.003 -0.002
H -3.963420 1.850554 -4.060551 0.010 0.006 -0.004
H -1.560587 2.387748 -3.940586 -0.001 -0.005 -0.012
```
Positions in Å, forces in eV/Å.

Properties
Charge: +1
F_max: 0.4 eV/Å
Gap between HOMO and LUMO: 0.2245 hartree
E_HOMO: -11.078 eV
Relative energy (zero: lowest compared OMol25 entry of this formula, charge and spin): 0.0 kcal per mole